1.
Computed, not measured: an isolated molecule of C17H16ClNO2, with ωB97M-V/def2-TZVPD.

total energy: -35997.10073 eV
ΔE to the lowest compared entry with this formula, charge and spin: 2.44 kcal/mol
HOMO energy: -9.15 eV
orbital gap: 8.8 eV
SMILES: O=C(CCC(=O)c1ccc(Cl)cc1)NCc1ccccc1

Geometry (Å):
O -2.3627 -3.1306 0.1454
C -1.6836 -2.1245 0.1896
C -0.2887 -2.0859 -0.4399
C 0.0336 -0.7838 -1.1999
C 0.7028 0.2069 -0.2741
O 0.0436 0.9561 0.4230
C 2.1808 0.2167 -0.2116
C 2.7983 1.3222 0.3788
C 4.1713 1.4018 0.4785
C 4.9462 0.3553 -0.0028
Cl 6.6627 0.4378 0.1177
C 4.3524 -0.7608 -0.5771
C 2.9774 -0.8260 -0.6860
N -2.0570 -0.9946 0.8108
C -3.3754 -0.8224 1.3872
C -4.1745 0.1842 0.5988
C -5.3011 -0.1988 -0.1148
C -6.0125 0.7310 -0.8539
C -5.5980 2.0510 -0.8933
C -4.4691 2.4388 -0.1908
C -3.7618 1.5110 0.5521
H -0.2360 -2.9373 -1.1198
H 0.4401 -2.2526 0.3583
H -0.8948 -0.3440 -1.5708
H 0.6758 -0.9968 -2.0531
H 2.1743 2.1202 0.7523
H 4.6428 2.2617 0.9272
H 4.9680 -1.5708 -0.9356
H 2.5329 -1.7066 -1.1218
H -1.4710 -0.1689 0.7760
H -3.2653 -0.4865 2.4249
H -3.8614 -1.8002 1.3740
H -5.6208 -1.2303 -0.0912
H -6.8909 0.4233 -1.4021
H -6.1525 2.7764 -1.4706
H -4.1401 3.4674 -0.2209
H -2.8815 1.8182 1.0989

Charge distribution, Löwdin scheme, values in e: O 0.055; C -0.502; C -0.077; C -0.105; C -0.346; O 0.072; C -0.145; C -0.001; C -0.088; C -0.667; Cl 0.693; C -0.092; C -0.016; N 0.087; C -0.120; C -0.209; C -0.037; C -0.086; C -0.097; C -0.085; C -0.045; H 0.122; H 0.128; H 0.132; H 0.112; H 0.122; H 0.108; H 0.108; H 0.113; H 0.092; H 0.130; H 0.118; H 0.113; H 0.101; H 0.099; H 0.101; H 0.111


2.
Computed, not measured: a cluster of 2 separate species, C4H11NS in total, with ωB97M-V/def2-TZVPD.

total energy: -16641.74825 eV
ΔE to the lowest compared entry with this formula, charge and spin: 34.77 kcal/mol
HOMO energy (alpha / beta): -14.32 / -13.42 eV
multiplicity: 2
orbital gap (alpha / beta): 10.7 / 4.6 eV
total charge: +1

Geometry (Å):
C 1.2216 -1.5369 -1.0879
C -0.9378 -0.8696 -1.7377
N -0.2157 -1.7047 -1.1445
H 1.5776 -1.7549 -0.0808
H 1.5426 -0.5163 -1.3553
H 1.6850 -2.2198 -1.7945
H -2.0134 -0.9984 -1.7263
H -0.5156 -0.0115 -2.2709
C -0.1497 1.7838 0.3877
C -0.0216 0.8874 1.6117
S -1.3421 -0.3227 1.7225
H -1.1646 2.1589 0.2928
H 0.1238 1.2494 -0.5174
H 0.5245 2.6247 0.5273
H 0.9167 0.3230 1.6216
H -0.0735 1.4925 2.5172
H -1.1576 -0.5850 3.0346

Charge distribution, Löwdin scheme, values in e: C -0.113; C -0.054; N -0.041; H 0.079; H 0.083; H 0.094; H 0.088; H 0.096; C -0.131; C -0.525; S 1.055; H 0.085; H 0.040; H 0.097; H 0.097; H 0.097; H -0.047


3.
Computed, not measured: the ion C2H3N4O with charge +1 at a distorted geometry, with ωB97M-V/def2-TZVPD.

total energy: -10114.71180 eV
ΔE to the lowest compared entry with this formula, charge and spin: 185.29 kcal/mol
HOMO energy (alpha / beta): -17.67 / -17.70 eV
orbital gap (alpha / beta): 7.0 / 6.9 eV
SMILES: COC1=[N+]=NN=N1
total charge: +1

Geometry (Å):
C 0.3238 0.1064 -0.0861
O -0.3592 0.6537 -1.2573
C -1.1362 1.7474 -0.9751
N -2.2183 1.8752 -0.1280
N -2.8211 2.9362 -0.4668
N -2.0689 3.5659 -1.2734
N -1.1006 2.8840 -1.6319
H -0.1835 -0.8691 0.1246
H 1.3394 -0.0781 -0.4470
H 0.3379 0.7615 0.7119

Charge distribution, Löwdin scheme, values in e: C 0.064; O 0.114; C -0.258; N 0.186; N 0.118; N 0.182; N 0.233; H 0.146; H 0.133; H 0.082


4.
Computed, not measured: a cluster of 2 separate species, C6H6F3N2O4S in total at a distorted geometry, with ωB97M-V/def2-TZVPD.

total energy: -36474.53490 eV
ΔE to the lowest compared entry with this formula, charge and spin: 0.30 kcal/mol
HOMO energy: -2.33 eV
orbital gap: 4.4 eV
total charge: -1

Geometry (Å):
C -2.4546 0.3289 1.8911
N -0.1999 -0.3173 -1.6044
O -0.1605 0.8772 -1.3009
O 0.1367 -0.8272 -2.6560
H -3.0356 -0.8549 0.2059
H -3.5137 0.3731 2.1374
F -3.0691 0.6711 6.5616
C -3.1837 0.8231 5.2048
F -2.7704 -0.3613 4.6523
F -4.5072 0.9564 4.9121
S -2.2332 2.3236 4.8111
N -2.2178 -0.6937 0.7923
C -2.0784 2.4118 3.0103
O -2.4471 3.4535 2.4908
C -1.5682 1.2036 2.3477
C -0.4783 -1.6996 2.2300
C -1.6093 -1.8797 1.2340
O -1.9939 -2.9833 0.8266
H -0.4960 1.1860 2.1351
H -0.7051 -0.9756 3.0024
H 0.4449 -1.3391 1.7574
H -0.3097 -2.6750 2.7074

Charge distribution, Löwdin scheme, values in e: C -0.064; N -0.475; O -0.237; O -0.205; H 0.135; H 0.125; F 0.043; C -0.817; F 0.071; F 0.070; S 1.064; N 0.105; C -0.655; O 0.060; C -0.095; C -0.009; C -0.500; O 0.023; H 0.141; H 0.039; H 0.095; H 0.085


5.
Computed, not measured: an isolated molecule of BrClFN at a distorted geometry, with ωB97M-V/def2-TZVPD.

total energy: -86768.39936 eV
ΔE to the lowest compared entry with this formula, charge and spin: 2.97 kcal/mol
HOMO energy: -10.72 eV
orbital gap: 9.1 eV
SMILES: FN(Cl)Br

Geometry (Å):
F 0.5549 -1.2019 -0.3571
N 0.1809 -0.1647 0.4445
Cl 1.0810 1.2124 -0.1075
Br -1.8167 0.1542 0.0201

Charge distribution, Löwdin scheme, values in e: F -0.206; N -0.791; Cl 0.531; Br 0.466


6.
Computed, not measured: an isolated molecule of C6H9N3 at a distorted geometry, with ωB97M-V/def2-TZVPD.

total energy: -10831.41320 eV
ΔE to the lowest compared entry with this formula, charge and spin: 143.29 kcal/mol
HOMO energy (alpha / beta): -6.15 / -8.90 eV
orbital gap (alpha / beta): 5.5 / 9.5 eV

Geometry (Å):
C -0.5026 -0.2386 -0.6453
C -1.5182 -1.0163 0.1820
C 1.6754 -0.7059 0.1730
C -0.6783 -0.1652 -1.9432
C 2.4292 -1.7167 0.5050
C 0.5801 1.4186 0.6133
N -1.5689 -2.2071 0.1020
N 0.6876 0.0577 0.0419
N -2.1924 -0.0070 0.9503
H -0.0565 0.4096 -2.6799
H -1.6657 -0.2128 -2.2070
H 3.4991 -1.6878 0.3173
H 2.1715 -2.6309 0.9554
H 0.2316 1.3245 1.6135
H 1.6195 1.7234 0.6596
H -0.0769 2.0561 -0.0058
H -2.2702 0.8457 0.5597
H -3.0836 -0.3331 1.2873

Charge distribution, Löwdin scheme, values in e: C -0.309; C -0.538; C -0.100; C 0.100; C 0.012; C 0.001; N 0.223; N -0.130; N 0.134; H 0.100; H 0.042; H 0.045; H 0.034; H 0.076; H 0.091; H 0.106; H 0.026; H 0.088


7.
Computed, not measured: an isolated molecule of C14H18N2O5 at a distorted geometry, with ωB97M-V/def2-TZVPD.

total energy: -28026.91535 eV
ΔE to the lowest compared entry with this formula, charge and spin: 67.84 kcal/mol
HOMO energy: -9.62 eV
orbital gap: 10.0 eV
SMILES: N[C@@H](CCC(=O)O)C(=O)N[C@@H](Cc1ccccc1)C(=O)O

Geometry (Å):
N 3.4140 1.2428 -1.3346
C 2.2988 0.4297 -0.9576
C 2.6967 -1.1124 -1.2044
C 4.1154 -1.4722 -0.7531
C 4.6824 -0.8495 0.5174
O 5.7017 -0.2697 0.6760
O 3.7907 -1.0940 1.5126
C 1.9803 0.8806 0.5072
O 2.8146 1.5454 1.1813
N 0.6931 0.7560 0.9827
C -0.5280 0.6697 0.2409
C -1.6427 0.1229 1.1705
C -2.8988 -0.3634 0.6352
C -3.0578 -0.8770 -0.6672
C -4.3018 -1.1702 -1.1283
C -5.4382 -1.0074 -0.3919
C -5.2930 -0.4883 0.8892
C -4.0387 -0.0934 1.3355
C -0.8246 2.0668 -0.2686
O 0.0220 2.8491 -0.5701
O -2.1463 2.3723 -0.3879
H 4.0194 1.2170 -0.5352
H 3.0608 2.1605 -1.2432
H 1.4000 0.6016 -1.6563
H 2.4438 -1.3778 -2.2289
H 1.9634 -1.6315 -0.6404
H 4.8340 -1.1782 -1.4745
H 4.4630 -2.5533 -0.6592
H 4.2664 -0.7040 2.2378
H 0.6042 1.1020 1.9071
H -0.2240 0.1394 -0.7501
H -1.3172 -0.6410 1.8300
H -1.9023 0.9378 1.9551
H -2.1152 -1.3157 -1.1279
H -4.2341 -1.6221 -2.1901
H -6.3879 -1.0375 -0.8959
H -6.1722 -0.2214 1.4863
H -3.9461 0.3031 2.2969
H -2.7958 1.6832 -0.2962

Charge distribution, Löwdin scheme, values in e: N 0.070; C -0.283; C -0.107; C -0.099; C -0.559; O 0.140; O 0.100; C -0.371; O 0.028; N 0.098; C -0.212; C -0.101; C -0.282; C -0.055; C -0.114; C -0.086; C -0.053; C -0.054; C -0.464; O 0.157; O 0.128; H 0.054; H 0.071; H 0.150; H 0.111; H 0.086; H 0.099; H 0.152; H 0.113; H 0.141; H 0.173; H 0.122; H 0.166; H 0.142; H 0.141; H 0.105; H 0.115; H 0.101; H 0.078


8.
Computed, not measured: a structure of composition C27H41BiN4O6SSb2 at a distorted geometry, with ωB97M-V/def2-TZVPD.

total energy: -76661.15861 eV
ΔE to the lowest compared entry with this formula, charge and spin: 13.69 kcal/mol
HOMO energy: -7.88 eV
orbital gap: 7.5 eV

Geometry (Å):
Bi -1.1341 -1.3221 0.2416
O -1.6609 -5.4715 -1.0865
C -1.2929 -4.3617 -0.7571
O -2.0298 -3.3131 -0.5953
C 0.1950 -4.1343 -0.5030
C 1.0997 -5.1818 -0.4609
C 2.4235 -4.8998 -0.1599
C 2.7939 -3.5948 0.1378
C 1.8280 -2.6064 0.0946
N 0.5730 -2.8831 -0.2570
C 2.1081 -1.1797 0.5345
O 3.2620 -0.7720 0.5333
O 1.0610 -0.5309 0.9007
H 0.7358 -6.1810 -0.6509
H 3.1590 -5.6930 -0.1319
H 3.8024 -3.3225 0.4145
N -1.6698 -1.1140 -2.2163
C -2.8950 -0.3253 -2.4730
C -4.0764 -0.8371 -1.6528
C -4.1490 -0.2629 -0.2289
O -5.1911 -0.3453 0.4047
O -3.0409 0.2425 0.2256
H -0.9037 -0.7847 -2.7941
H -1.8462 -2.0932 -2.4261
H -3.1465 -0.3501 -3.5368
H -2.6822 0.7104 -2.2027
H -4.0037 -1.9233 -1.5323
H -5.0209 -0.6265 -2.1507
C -1.8222 3.2962 -0.6164
Sb -0.5063 1.6027 -0.2631
C -0.8492 1.7357 1.8638
C 1.3389 2.8031 -0.1353
C 1.7397 3.5822 -1.3534
C 1.1735 4.8559 -1.4787
C 1.4867 5.7155 -2.5148
C 2.4054 5.3184 -3.4704
C 2.9924 4.0720 -3.3634
C 2.6798 3.1819 -2.3316
C 3.3832 1.8709 -2.3412
Sb 2.1914 0.3119 -3.2895
C 1.8219 1.4835 -5.0782
C 3.9070 -0.7187 -4.1202
H -1.6295 4.0582 0.1378
H -2.8531 2.9563 -0.5369
H -1.6457 3.7172 -1.6055
H -0.5342 2.7122 2.2287
H -0.2942 0.9554 2.3868
H -1.9187 1.6109 2.0236
H 2.0978 2.1065 0.2200
H 1.1058 3.5144 0.6566
H 0.4748 5.1793 -0.7148
H 1.0343 6.6978 -2.5627
H 2.6726 5.9780 -4.2861
H 3.7290 3.7691 -4.0990
H 3.6436 1.5061 -1.3493
H 4.2871 1.9316 -2.9464
H 2.7535 1.9044 -5.4537
H 1.1373 2.2976 -4.8404
H 1.3780 0.8574 -5.8527
H 4.4177 -0.0787 -4.8379
H 3.5837 -1.6325 -4.6189
H 4.5872 -0.9806 -3.3102
C -3.5870 -1.7420 3.1925
N -2.4521 -1.2214 3.9429
C -2.7560 -0.0179 4.7037
C -1.2088 -1.6953 3.8364
S -0.7339 -2.7849 2.6107
N -0.3007 -1.2810 4.7687
C 1.1214 -1.3683 4.4584
C -0.5988 -1.4690 6.1841
H -4.4393 -1.8446 3.8662
H -3.3577 -2.7137 2.7667
H -3.8792 -1.0555 2.3967
H -3.3500 0.6409 4.0696
H -1.8390 0.4914 4.9851
H -3.3379 -0.2460 5.5997
H 1.3019 -1.0073 3.4488
H 1.5014 -2.3909 4.5366
H 1.6565 -0.7331 5.1646
H -1.6696 -1.5464 6.3494
H -0.2040 -0.6348 6.7643
H -0.1346 -2.3953 6.5377

Charge distribution, Löwdin scheme, values in e: Bi 1.737; O 0.079; C -0.608; O -0.232; C -0.190; C 0.026; C -0.014; C 0.025; C -0.189; N -0.011; C -0.633; O 0.048; O -0.327; H 0.126; H 0.115; H 0.125; N -0.087; C -0.247; C -0.100; C -0.682; O 0.028; O -0.349; H 0.032; H 0.079; H 0.116; H 0.082; H 0.113; H 0.120; C -0.294; Sb 1.330; C -0.297; C -0.289; C -0.265; C -0.071; C -0.090; C -0.092; C -0.078; C -0.294; C -0.327; Sb 1.298; C -0.341; C -0.347; H 0.006; H -0.001; H -0.001; H 0.014; H -0.013; H -0.004; H 0.050; H 0.055; H 0.102; H 0.101; H 0.101; H 0.107; H 0.049; H 0.060; H 0.001; H -0.003; H -0.006; H 0.001; H -0.010; H -0.002; C -0.048; N -0.179; C -0.040; C -0.724; S 0.680; N -0.224; C -0.085; C -0.047; H 0.101; H 0.064; H 0.071; H 0.099; H 0.091; H 0.095; H 0.062; H 0.085; H 0.094; H 0.080; H 0.096; H 0.099


What did the sixth record say?
Computed, not measured: an isolated molecule of C6H9N3 at a distorted geometry, with ωB97M-V/def2-TZVPD.

total energy: -10831.41320 eV
ΔE to the lowest compared entry with this formula, charge and spin: 143.29 kcal/mol
HOMO energy (alpha / beta): -6.15 / -8.90 eV
orbital gap (alpha / beta): 5.5 / 9.5 eV

Geometry (Å):
C -0.5026 -0.2386 -0.6453
C -1.5182 -1.0163 0.1820
C 1.6754 -0.7059 0.1730
C -0.6783 -0.1652 -1.9432
C 2.4292 -1.7167 0.5050
C 0.5801 1.4186 0.6133
N -1.5689 -2.2071 0.1020
N 0.6876 0.0577 0.0419
N -2.1924 -0.0070 0.9503
H -0.0565 0.4096 -2.6799
H -1.6657 -0.2128 -2.2070
H 3.4991 -1.6878 0.3173
H 2.1715 -2.6309 0.9554
H 0.2316 1.3245 1.6135
H 1.6195 1.7234 0.6596
H -0.0769 2.0561 -0.0058
H -2.2702 0.8457 0.5597
H -3.0836 -0.3331 1.2873

Charge distribution, Löwdin scheme, values in e: C -0.309; C -0.538; C -0.100; C 0.100; C 0.012; C 0.001; N 0.223; N -0.130; N 0.134; H 0.100; H 0.042; H 0.045; H 0.034; H 0.076; H 0.091; H 0.106; H 0.026; H 0.088


Q: Which of these has the highest ΔE to the lowest compared entry with this formula, charge and spin?
A: C2H3N4O


Q: Look up the total energy of the fifth one.
A: -86768.39936 eV